{"formula": "C45H56CaF18N3O45S6", "method": "ωB97M-V with the def2-TZVPD basis set", "symbols": ["O", "O", "O", "F", "H", "H", "H", "F", "H", "C", "O", "C", "H", "H", "O", "O", "C", "C", "C", "C", "S", "O", "O", "C", "F", "F", "F", "C", "H", "H", "C", "C", "H", "H", "C", "H", "C", "F", "H", "C", "O", "N", "H", "C", "S", "O", "H", "C", "H", "H", "H", "C", "C", "C", "C", "F", "C", "H", "S", "S", "F", "Ca", "C", "H", "O", "H", "C", "O", "O", "O", "H", "C", "O", "H", "C", "C", "O", "C", "O", "F", "F", "H", "O", "O", "H", "C", "O", "O", "O", "H", "N", "H", "C", "H", "F", "O", "H", "H", "H", "H", "S", "H", "O", "H", "H", "H", "O", "H", "O", "O", "H", "C", "O", "H", "O", "O", "C", "H", "F", "S", "F", "F", "C", "C", "C", "H", "O", "C", "C", "H", "F", "H", "O", "C", "O", "C", "F", "H", "H", "C", "C", "F", "C", "N", "H", "O", "H", "H", "C", "O", "O", "H", "O", "C", "O", "H", "F", "O", "H", "H", "O", "C", "H", "H", "C", "C", "H", "O", "H", "O", "H", "O", "O", "O"], "coordinates": [[-4.365109, -1.548113, -4.004600], [-0.165516, 2.212649, -1.293626], [1.395534, 3.072034, -6.095913], [3.671748, -3.856600, 0.173645], [-1.650355, 6.026200, -0.394713], [-6.301636, 4.420023, -1.896631], [0.899946, -6.501537, -2.192040], [0.348345, -3.020179, -1.126908], [-4.549055, -4.562394, 1.353365], [-5.248930, 4.691697, -1.974690], [3.150260, -2.621656, -5.641078], [-3.694909, 3.720139, -3.312198], [-0.460423, 2.897974, -3.716991], [-1.977316, 0.364687, -3.478837], [2.953151, 1.359405, -5.652209], [-1.433710, -1.493107, 3.504105], [-5.027235, -2.626564, -3.456372], [-4.228159, -0.431898, 2.353230], [-1.602032, -2.708326, 6.827010], [0.711426, -8.345737, -0.003131], [-0.606938, 1.271363, -0.241469], [-3.408052, 1.752719, 6.437906], [6.314076, 1.273536, -2.980706], [2.963594, -2.987202, -3.279310], [-1.549604, 1.495741, 2.370114], [5.641798, -0.290186, 4.490482], [-0.131310, 2.512370, 4.313747], [-0.182862, -1.471497, 3.821167], [-0.016729, 4.297804, -5.293929], [2.933446, -6.437675, -0.888051], [-2.853066, -6.879613, -0.557474], [3.462480, -2.114648, -4.368901], [-0.063338, 6.364821, 0.277377], [-2.322202, -3.416987, 7.235962], [-2.194945, -2.323459, 4.355191], [-1.987676, -1.730880, 7.116809], [-3.103524, -2.197003, -2.292655], [3.841822, 4.403204, 1.059659], [-0.181600, 4.983157, -0.758281], [4.640857, -3.033915, 0.505800], [-3.512492, 3.225489, -2.130465], [0.579213, 0.585039, 0.507243], [0.831288, 5.170646, -2.566529], [-3.200003, -5.459435, -0.042531], [1.092426, -0.522589, -0.759016], [-0.041484, -7.470657, -0.697039], [-3.695868, -7.535033, -0.777036], [5.022814, 0.979398, -2.539172], [1.559577, 6.801532, -2.831859], [1.875881, -2.996350, -3.209299], [4.307185, 0.533209, -3.229741], [-4.466266, 1.425077, 5.832523], [-0.385714, 6.809656, -1.857812], [4.136727, -2.466262, -6.439902], [-5.630103, 0.096537, 0.616296], [7.408247, 0.175249, 3.721361], [1.825706, 1.908126, -5.522491], [-4.175347, 4.196281, 4.537789], [4.279046, -2.329426, 2.295679], [2.797881, 3.699065, 3.485967], [5.816603, -3.584592, 0.582326], [2.151321, 0.487734, 2.153208], [3.166636, 2.920314, -2.411974], [-2.139990, 3.430598, 6.268852], [3.124500, -3.103331, 2.606760], [2.917526, 3.706488, -1.699250], [6.564772, 2.530080, -2.691155], [5.459201, -2.587068, 3.145117], [2.579146, -0.652628, -0.576755], [1.864228, -7.810687, 0.242595], [-0.586910, 3.243137, -6.595716], [-3.179928, 3.134668, 6.130755], [1.847672, 4.596312, 4.153649], [3.259920, -4.015075, -3.488498], [-3.624509, 3.269686, 4.699336], [0.064973, 3.299549, -5.723950], [-1.715500, 0.384113, -0.701158], [-0.211479, 2.338478, -4.618714], [-0.734411, -4.447946, 2.066789], [4.860363, -2.070015, -0.414469], [-0.908374, -2.016329, 0.181474], [4.555054, 2.351494, -0.812137], [-4.247105, -3.068735, -2.436812], [7.546107, 3.082700, -3.088313], [-2.626345, -3.248820, 3.973500], [-1.145389, -2.910545, 5.340550], [-6.174392, -2.936888, -3.700656], [6.561537, -0.737561, 1.283794], [-4.777583, 4.533739, -3.279717], [-3.266574, -1.603718, -1.392923], [2.489575, 2.207274, 3.493361], [3.353986, -2.782669, -2.282385], [-4.402751, 3.736150, -1.169740], [-3.762219, 3.809166, 6.758520], [-0.216831, 1.038136, 6.021703], [0.591117, -0.356265, -2.160279], [-4.310188, -6.364830, 1.526944], [-3.819437, 4.256696, -0.410219], [3.028964, -1.133529, -4.175087], [5.307627, -2.868248, -3.690489], [2.320262, 1.800389, 5.205101], [-5.011190, 5.726940, -1.730033], [0.367290, -9.478926, 0.232165], [-2.889931, -1.779631, 4.995006], [-3.423305, -1.773564, 0.859672], [-2.386179, -7.520661, 0.190309], [-4.543597, 2.114972, 4.690099], [-4.679080, -2.502673, 1.864009], [2.497551, 0.364419, 5.332069], [-3.106797, 3.534312, -4.360852], [-2.299834, -1.832477, -4.235571], [-0.581300, 5.985332, -0.603411], [-5.123669, 0.520919, 1.814552], [-3.220908, -0.037253, 2.486642], [-5.140912, 0.528985, 6.200048], [3.032955, 2.628657, 6.169573], [-3.852303, -5.399557, 1.310865], [-2.173639, -2.764816, -2.260992], [1.714013, 4.704583, 1.169557], [5.494321, -0.046579, 1.946237], [2.547598, 2.764528, 0.899986], [0.166600, 3.168941, 6.314443], [-3.033746, 0.098636, -3.514636], [-1.316900, 6.744204, -3.955395], [0.640838, 6.215331, -2.812443], [0.045068, 7.788386, -1.646580], [-2.826972, -5.222372, 2.248956], [0.749914, -6.362344, -1.121430], [-4.366253, -1.581869, 1.371724], [-3.630430, 0.362875, -2.641572], [1.079319, -2.604672, 1.024958], [2.031164, -5.855829, 0.510614], [0.924717, 1.436884, -4.659331], [1.998764, -6.540636, -0.336791], [0.039382, -2.171281, 4.958297], [-3.055938, -1.452941, -3.548283], [-2.682944, 2.512928, 0.787676], [5.379396, -1.189345, -3.842167], [0.248158, -5.412043, -0.938997], [2.701213, 3.969184, 1.490110], [4.957970, -2.063937, -4.337732], [5.763881, 1.821764, 3.825070], [0.380009, -2.162547, -0.099800], [3.933311, -0.838872, 2.159336], [2.433524, 2.113692, -2.410679], [-6.349714, 0.724179, -0.139342], [-1.087354, 1.734876, -4.856653], [-4.593108, -0.687108, 3.348106], [-1.774390, -4.836814, 1.594222], [-2.186416, 6.879692, -4.841427], [-2.000048, -4.919154, 0.299256], [-0.765434, -2.838257, 7.513543], [-1.493678, 6.980255, -2.676679], [-1.455856, 2.228750, 1.268817], [5.287532, -2.060498, -5.709126], [5.049098, 0.386058, -1.625187], [-0.851520, 3.381477, 1.355298], [4.211035, 3.862963, 3.818017], [3.265089, 3.437313, -3.366501], [-3.553546, 0.610366, -4.324597], [0.567275, -0.752263, 3.236641], [0.378938, 2.124349, 5.501971], [-0.829559, -3.953756, 5.346856], [-3.771421, -4.930194, -0.805086], [6.138618, 0.509200, 3.640482], [4.515435, 2.291306, -1.899762], [-2.213271, -6.959581, -1.436318], [5.102542, 1.185807, 1.238564], [-4.922704, 2.925279, -0.659619], [5.609222, 3.157017, -2.243144], [-2.756781, 3.198495, 4.043527], [4.095917, -2.567975, -7.630135], [-5.185957, -1.148790, 0.323178], [-0.023219, 6.322044, -4.112940]], "atomic_forces_ev_per_a": [[-2.91, -2.82, -1.61], [-0.57, -0.82, 2.50], [1.78, -1.50, -0.14], [0.11, -0.18, -0.63], [-0.02, -0.50, 0.24], [-0.03, 0.43, -0.18], [0.06, 0.21, -0.10], [1.39, -0.20, 0.58], [-0.14, -0.19, 0.26], [-0.23, 0.40, 0.45], [-2.39, -0.42, 1.28], [-0.87, 1.05, -3.21], [0.89, -0.72, 0.56], [-0.25, 0.78, 0.48], [-4.08, 2.25, -0.03], [-2.76, -0.53, -1.35], [-1.14, 1.68, 0.23], [-0.44, -0.21, 0.60], [1.08, 0.60, 0.43], [-1.50, -1.77, -1.03], [-4.67, 2.04, -2.37], [3.88, 2.54, 3.02], [-0.39, -2.15, -0.26], [-0.95, -1.59, 0.44], [0.31, 0.77, -0.15], [-2.89, -0.65, 2.77], [-0.35, -1.11, 0.58], [0.11, -0.45, 2.64], [0.10, 0.16, -0.53], [-0.12, -0.30, -0.06], [-0.93, -1.10, 0.25], [-0.22, 0.96, 2.27], [0.02, 0.37, -0.22], [-0.20, -0.35, -0.85], [0.71, -2.09, 2.11], [-0.08, 0.29, -0.64], [0.58, -0.90, 1.29], [0.80, 1.11, -0.24], [-0.59, -0.23, 0.02], [1.28, 2.71, 1.40], [1.93, -1.74, 0.96], [0.48, -2.46, -3.02], [0.14, -0.09, -0.40], [-0.85, -2.88, -0.77], [3.16, -0.54, -1.63], [-0.82, 0.13, 0.00], [-0.72, 0.59, -0.29], [-1.80, -0.17, 2.75], [-0.01, -0.26, -0.20], [-0.06, 0.16, -0.05], [0.52, 0.32, -0.55], [-1.01, -1.24, -1.85], [2.63, 0.54, 0.06], [3.07, 1.27, -1.66], [-0.87, 1.03, -1.31], [1.48, 2.04, -0.95], [3.83, -1.14, 0.16], [-0.06, -0.29, -0.24], [1.80, -4.75, 1.45], [3.17, 5.32, -0.83], [0.77, -2.09, 0.24], [0.15, -0.57, -0.42], [1.51, -0.42, 0.89], [-0.05, -0.50, 0.12], [-1.10, 0.06, 0.34], [-0.37, -0.14, 0.14], [4.54, -0.06, -4.02], [-1.66, 0.66, -1.96], [-3.53, 0.51, 0.05], [2.24, -0.87, 0.81], [0.03, -0.23, 0.05], [1.17, 1.22, 0.41], [0.67, -1.43, -1.28], [0.07, -0.23, -0.08], [-0.52, -0.99, 0.93], [-0.81, 1.63, -0.04], [2.09, 1.34, 1.57], [-1.35, -1.20, -0.68], [-0.79, -0.33, -0.03], [-1.47, -0.09, -0.20], [0.29, 0.37, 1.02], [-0.46, -0.90, -0.02], [-0.07, -0.82, -0.20], [1.76, 0.08, 0.26], [-0.42, 0.70, -1.27], [-0.23, 0.73, 1.85], [2.46, 0.00, 0.31], [-0.68, -0.63, 0.87], [-0.09, -0.08, -1.23], [0.18, 0.10, -0.13], [-1.76, -2.65, 4.21], [0.14, 0.56, -0.20], [0.18, 0.23, 1.10], [-0.27, -0.44, 0.37], [0.36, 0.84, -0.87], [1.11, -0.43, 4.10], [-0.49, 0.31, 0.17], [0.05, 0.01, -0.04], [-0.16, 0.29, -0.86], [0.57, -0.78, -0.83], [0.32, -0.76, 1.25], [-0.61, 0.04, 0.40], [0.23, 1.23, 0.29], [-0.16, 0.42, -0.71], [0.37, -0.28, 0.44], [0.48, 0.57, 0.42], [-0.94, 1.23, -1.99], [-0.53, 0.08, -0.25], [-0.49, 1.26, -0.98], [-0.14, -0.26, 2.05], [-0.27, -0.28, -0.32], [-0.43, 0.17, -0.11], [-0.72, 0.68, -1.21], [-0.17, 0.07, -0.49], [-1.65, -1.07, -0.37], [-1.33, -0.81, -1.94], [-2.37, -1.29, -0.11], [-0.27, -0.39, 0.74], [-1.63, 1.65, -0.72], [-0.93, 3.16, -2.91], [-0.60, -0.84, -0.13], [0.43, -0.82, 0.08], [1.38, -0.60, 1.00], [-1.36, -0.20, -3.18], [-0.45, -0.16, -0.89], [-0.65, 0.36, 0.45], [-0.84, -0.17, 1.46], [-0.61, -0.09, -1.07], [2.17, -0.90, -0.17], [0.57, 0.33, 0.32], [-1.37, 0.95, -2.90], [0.13, 0.29, -0.12], [-0.44, 0.64, 0.48], [0.83, 1.40, 1.27], [0.63, 0.66, -0.64], [-0.59, 3.57, -1.56], [0.05, -0.52, 0.79], [-0.21, 0.24, -0.41], [-0.10, -0.27, 0.09], [1.32, -2.10, 2.84], [0.28, 0.73, 0.46], [1.46, -2.43, 0.00], [-0.44, -0.36, 0.71], [3.78, 2.05, -0.20], [-0.31, 0.30, -0.16], [1.44, -0.86, 1.90], [0.06, 0.04, 0.21], [-0.09, -0.08, 0.03], [2.57, 0.95, 0.02], [3.49, -0.50, 3.16], [3.20, 2.41, -1.61], [0.41, -0.12, -0.24], [-2.77, 0.49, 1.26], [-0.32, -1.04, -3.66], [-0.55, -1.01, -1.15], [0.38, -1.03, -0.41], [0.83, 0.64, 1.54], [-1.80, 0.66, -0.72], [0.13, -0.55, -0.27], [0.35, -0.65, -0.49], [1.37, 0.22, -0.26], [0.98, 1.04, -0.26], [-0.46, -0.09, -1.08], [0.40, 0.48, 0.09], [-0.37, 0.17, -1.23], [-0.82, 1.65, -1.03], [-0.07, 0.69, 0.12], [-0.39, -1.08, 1.34], [-0.14, -0.09, -0.37], [-4.83, 3.19, 2.73], [-0.50, -0.53, -0.47], [0.42, -0.22, 0.68], [-1.11, 0.63, 0.43], [-0.05, -0.04, -0.15]], "mulliken_charge": [-0.447, 0.464, -0.380, -0.034, 0.291, 0.310, 0.264, -0.072, 0.074, -0.351, -0.524, 0.252, -0.313, -0.603, -0.573, 0.649, 0.458, 1.026, -1.628, 0.607, -0.529, -0.342, -0.460, -1.694, 0.080, -0.219, 0.130, -0.668, -0.109, 0.259, -1.722, 2.143, 0.520, 0.394, -0.424, 0.313, 1.995, -0.216, -0.321, 0.754, 0.355, -0.543, -0.438, 0.970, -0.055, -0.281, 0.507, 0.927, 0.333, -0.107, -0.179, 0.819, 0.283, 0.461, 0.389, -0.215, 0.234, 0.325, 0.613, 0.871, -0.277, 3.423, -1.164, 0.189, -0.559, 0.322, 0.414, -0.657, 0.296, -0.382, 0.258, -0.535, -0.671, 0.585, 0.613, 0.142, 0.238, 0.649, -0.473, -0.224, 0.076, -0.613, -0.420, -0.666, 0.043, 0.422, -0.601, -0.517, -0.412, -1.043, -0.798, 0.314, 0.351, 0.320, -0.137, -0.128, 0.395, -0.065, -0.803, 0.259, 0.805, 0.254, -0.608, 0.429, -0.710, 0.387, -0.357, -0.005, -0.594, -0.619, 0.458, -0.660, -0.387, -0.849, -0.601, -0.597, -0.473, -0.552, -0.072, 0.270, 0.637, -0.312, -0.335, 0.718, 0.468, 0.245, -0.380, 0.567, 1.344, -0.060, -0.035, 0.176, -0.123, -0.242, -0.391, 0.123, 0.056, 0.081, -0.399, 0.313, 0.308, -0.137, -0.223, -0.858, -0.044, -0.605, 0.135, 0.228, 0.137, -0.602, 0.212, 0.427, -0.422, -0.814, -0.438, -0.060, -0.043, -0.672, 0.472, 0.779, 0.189, 0.379, 0.256, -0.011, 0.744, 1.312, 0.313, -0.407, -0.031, -0.525, -0.395, -0.568, -0.387, -0.401], "total_charge": -1, "total_energy_ev": -276543.807, "e_lumo_ev": 1.24, "spin_multiplicity": 1, "de_lowest_kcal_mol": 10.6, "orbital_gap_ev": 9.58, "e_homo_ev": -8.3}